Entry 1:
{
  "formula": "H34O17",
  "method": "wB97M-V/def2-TZVPD",
  "s_squared": 0.751,
  "spin_multiplicity": 2,
  "max_force_ev_per_a": 1.75,
  "orbital_gap_ha": [0.0767, 0.3729],
  "charge": -1,
  "homo_ha": [0.004, -0.293],
  "elements": ["O", "H", "H", "O", "H", "H", "O", "H", "H", "O", "H", "H", "O", "H", "H", "O", "H", "H", "O", "H", "H", "O", "H", "H", "O", "H", "H", "O", "H", "H", "O", "H", "H", "O", "H", "H", "O", "H", "H", "O", "H", "H", "O", "H", "H", "O", "H", "H", "O", "H", "H"],
  "coordinates": [[-0.36071, 0.76279, -3.81568], [-0.45325, 1.70812, -3.98428], [-0.08795, 0.79514, -2.87082], [-2.15961, -1.95590, -0.28581], [-1.24330, -2.18885, -0.11649], [-2.41216, -1.19689, 0.24400], [-2.77387, 3.52431, -0.00094], [-3.35139, 3.01417, -0.57353], [-2.77738, 3.28826, 0.92432], [-1.06506, 4.99315, -1.63122], [-1.89491, 5.40351, -1.31875], [-0.41853, 5.67482, -1.41808], [-2.58995, -0.55296, 3.50264], [-3.44249, -0.11297, 3.32866], [-2.38199, -0.13136, 4.36849], [0.35392, -4.41547, -0.46575], [0.63090, -4.27565, 0.45622], [0.30395, -5.37548, -0.43210], [0.70462, -4.15550, 3.23562], [0.53579, -3.96563, 4.16153], [1.64615, -4.35766, 3.15101], [1.97434, 4.46779, -0.74165], [1.70688, 4.47093, -1.66253], [1.25868, 4.38150, -0.08900], [3.59761, -2.74888, 0.24772], [3.21396, -3.06257, 1.07154], [3.02702, -2.05234, -0.12414], [3.15317, -1.46630, -4.05407], [2.91783, -0.53957, -4.10983], [3.36280, -1.80965, -3.17078], [-4.48158, 1.42051, 3.24671], [-3.83598, 1.94801, 2.77412], [-5.11633, 0.96190, 2.69183], [0.32711, -1.71594, -3.24000], [0.89430, -2.49651, -3.22073], [-0.49297, -2.14897, -3.51002], [3.65326, 3.04635, 1.78953], [4.32623, 2.44260, 1.45398], [3.61943, 3.68885, 1.05510], [2.22893, 0.36281, 2.31797], [1.70889, 0.31652, 1.50403], [2.53074, 1.29827, 2.27871], [-4.42208, 1.49441, -3.06290], [-5.09663, 0.84503, -3.25333], [-3.67913, 1.45661, -3.66866], [-0.28007, 1.79535, 3.13083], [0.40046, 1.09415, 3.02283], [-1.18065, 1.47416, 3.20442], [2.50691, -5.45658, -0.57107], [2.16477, -5.08454, -1.38707], [3.24936, -4.86384, -0.38260]],
  "forces_ev_per_angstrom": [[0.221, 0.854, 0.894], [-0.133, 0.043, -0.263], [-0.242, -0.600, -0.746], [-0.511, -0.346, -0.473], [0.063, 0.205, 0.195], [0.418, 0.072, 0.223], [0.449, 1.134, -0.655], [-0.182, -0.529, 0.578], [-0.414, -0.655, 0.076], [-0.271, 0.830, 0.009], [0.351, -0.733, -0.058], [0.177, -0.016, -0.082], [0.015, 0.566, 1.054], [0.271, -0.130, -0.110], [0.068, -0.616, -0.745], [-1.175, 0.339, 0.717], [-0.044, 0.443, -0.368], [-0.150, -0.124, -0.356], [0.157, -0.198, -0.432], [0.115, 0.091, 0.063], [-0.227, 0.074, 0.275], [0.934, 0.271, 0.852], [-0.765, -0.223, 0.307], [-0.142, -0.166, -1.064], [0.331, 0.012, -0.545], [-0.330, 0.409, 0.041], [0.030, -0.387, 0.533], [0.517, -1.152, -0.539], [-0.140, 0.010, 0.864], [-0.255, 1.060, -0.298], [-0.400, -0.217, 1.393], [-0.122, 0.018, -0.805], [0.137, 0.397, -0.721], [-0.125, -1.008, -0.096], [0.439, 0.295, 0.129], [-0.334, 0.560, 0.150], [0.348, 0.295, -0.667], [0.042, -0.229, 0.216], [-0.453, -0.170, 0.378], [0.001, 0.910, -0.191], [-0.046, -0.277, -0.068], [-0.045, -0.497, 0.176], [-0.071, 0.864, 0.693], [0.278, -0.319, -0.426], [-0.149, -0.522, -0.175], [0.864, 0.641, 0.074], [-1.045, 0.138, 0.143], [0.243, -0.842, -0.193], [1.618, -0.659, -0.091], [-0.246, 0.118, 0.071], [-0.074, -0.033, 0.063]]
}


Entry 2:
{
  "formula": "H34O17",
  "method": "wB97M-V/def2-TZVPD",
  "max_force_ev_per_a": 6.10,
  "orbital_gap_ha": 0.3852,
  "charge": 0,
  "homo_ha": -0.394,
  "elements": ["O", "H", "H", "O", "H", "H", "O", "H", "H", "O", "H", "H", "O", "H", "H", "O", "H", "H", "O", "H", "H", "O", "H", "H", "O", "H", "H", "O", "H", "H", "O", "H", "H", "O", "H", "H", "O", "H", "H", "O", "H", "H", "O", "H", "H", "O", "H", "H", "O", "H", "H"],
  "coordinates": [[3.79776, -2.28404, -2.39500], [4.19472, -1.62592, -3.13215], [3.02619, -2.57197, -2.89931], [1.17941, 1.03247, -3.62053], [0.68743, 0.38585, -2.89867], [0.56062, 1.69045, -3.92616], [-2.64380, -4.50754, -1.39687], [-3.03166, -4.01493, -2.01805], [-2.73497, -4.23819, -0.48323], [-0.55824, 1.39550, 5.07475], [-0.12860, 2.00714, 5.67802], [0.19496, 0.78192, 5.06993], [1.50540, -2.09442, 4.24965], [0.45502, -2.14444, 4.33601], [1.67424, -1.12385, 4.39361], [-2.37031, -0.39990, 4.21167], [-2.22051, 0.41819, 4.56309], [-1.73793, -0.54452, 3.61797], [-1.50652, 2.71020, -4.54494], [-1.34894, 3.66825, -4.38042], [-1.88436, 2.40974, -3.65958], [1.61524, -3.76141, -1.77517], [0.95097, -4.24472, -1.35582], [2.14306, -2.95426, -1.33788], [-0.25782, 1.51802, -1.44222], [-0.17404, 1.11329, -0.59715], [0.77470, 1.67157, -1.56339], [-0.88897, -0.80211, -5.53233], [-0.72827, -1.04211, -4.60077], [-1.72023, -0.43650, -5.60543], [2.01281, 0.71093, 4.95926], [2.37852, 1.28321, 5.70701], [2.17166, 1.34962, 4.23502], [-0.61915, -4.79124, 0.09035], [-0.81990, -4.92950, -0.84080], [-0.33728, -5.48284, 0.66174], [3.13659, 2.68249, 1.61651], [3.96547, 2.94648, 1.20252], [2.44956, 3.38996, 1.77553], [-2.33345, -0.10493, 1.10699], [-2.04267, -0.96928, 1.07023], [-3.18608, 0.03102, 1.67369], [-1.60437, -2.13812, -1.54697], [-0.74959, -2.39313, -1.15652], [-1.26131, -1.29264, -1.81150], [-2.60589, 3.66214, -0.94426], [-3.03576, 3.19140, -0.20030], [-3.32591, 4.38325, -1.06771], [2.47500, 5.15191, 0.57202], [2.11120, 5.76435, 1.14074], [2.39599, 5.54314, -0.27315]],
  "forces_ev_per_angstrom": [[1.222, 2.586, -3.068], [-1.079, -2.065, 2.835], [-0.105, -0.496, 0.027], [-0.310, -3.135, 2.707], [1.476, 2.973, -3.183], [-0.954, 0.065, -0.045], [2.403, -4.480, 3.007], [-2.395, 3.451, -2.993], [-0.331, 0.612, -0.311], [0.568, 0.151, 0.449], [-0.636, 0.727, 0.172], [-0.337, -0.437, -0.513], [-3.429, 1.170, 0.395], [3.473, 0.062, -0.241], [-0.046, -1.371, -0.103], [-4.983, -2.766, 2.188], [0.821, 3.359, 1.556], [3.981, -0.779, -3.876], [-0.454, 0.433, 2.008], [-0.163, -0.974, -0.241], [0.729, 0.527, -1.553], [3.671, 3.731, -1.395], [-1.226, -0.379, 2.190], [-2.373, -3.234, -0.468], [3.629, 0.554, -0.789], [-0.817, -0.589, 1.611], [-3.075, 0.043, -0.306], [3.101, -1.570, 0.680], [-0.317, 0.283, -0.774], [-2.809, 1.257, 0.011], [1.400, 2.249, 1.065], [-0.633, -1.602, -0.996], [-0.172, -0.698, -0.219], [0.141, 2.252, 0.262], [-0.412, -1.100, 0.252], [0.306, -1.247, -0.277], [-1.351, -0.451, 1.050], [-0.710, 0.845, 0.110], [2.069, -0.760, -1.049], [-2.801, 4.067, 1.271], [0.249, -3.014, 0.123], [2.641, -1.094, -1.457], [1.295, 0.221, 0.470], [-0.476, -1.127, 0.183], [-0.660, 1.394, -0.651], [-2.697, 1.688, 0.426], [0.716, -0.100, -0.488], [1.966, -1.568, -0.026], [1.202, -2.252, -0.539], [-1.212, 2.127, 2.032], [-0.101, 0.460, -1.520]]
}